Arrangement i

C3H6O2 | ωB97M-V with the def2-TZVPD basis set

Structure (XYZ):
```
11
Properties=species:S:1:pos:R:3:nbo_charge:R:1
C -0.248 -1.667 -1.575 -0.7626
C -0.168 -1.317 -0.123 0.4085
O -1.185 -1.449 0.471 -0.4939
H -1.345 -1.737 -1.890 0.2442
H 0.235 -2.551 -2.098 0.2521
H 0.135 -0.906 -2.392 0.2266
H 0.633 -1.035 0.396 0.1251
C 0.934 2.234 0.259 0.2474
O 0.580 2.249 1.407 -0.4896
H 1.307 1.232 -0.001 0.1127
H 0.768 3.094 -0.406 0.1296
```

The calculation puts the LUMO energy at 0.71 eV. Its spin multiplicity is 1. The HOMO-LUMO gap is 10.81 eV. As for the SMILES: CC=O.C=O. The value obtained for the highest occupied orbital energy is -0.3714 hartree.

***

Arrangement ii

C3H6O2 | ωB97M-V with the def2-TZVPD basis set

Structure (XYZ):
```
11
Properties=species:S:1:pos:R:3:nbo_charge:R:1
C 1.405 -0.405 -0.027 -0.6997
C 0.081 0.229 -0.277 0.5449
O -0.077 1.192 -1.075 -0.5915
C -1.179 -0.159 0.383 -0.0970
O -2.218 0.472 -0.141 -0.7497
H 2.208 0.320 0.045 0.2455
H 1.404 -1.024 0.865 0.2339
H 1.621 -1.046 -0.876 0.2553
H -0.614 0.381 1.281 0.1661
H -1.356 1.205 -0.942 0.4916
H -1.273 -1.182 0.742 0.2007
```

The calculation puts the LUMO energy at 0.70 eV. Its spin multiplicity is 1. The HOMO-LUMO gap is 10.07 eV. The value obtained for the highest occupied orbital energy is -0.3442 hartree.

***

Arrangement iii

C3H6O2 | ωB97M-V with the def2-TZVPD basis set

Structure (XYZ):
```
11
Properties=species:S:1:pos:R:3:nbo_charge:R:1
O -1.427 -0.560 -2.014 -0.5734
C -1.307 -0.357 -0.800 0.2879
C -0.125 0.580 -0.411 -0.5013
C 0.663 0.241 0.837 -0.0640
O 1.245 -1.030 0.630 -0.7185
H -2.219 -0.998 -0.783 0.2842
H 0.532 0.557 -1.301 0.2462
H -0.514 1.606 -0.332 0.2358
H 1.435 1.008 1.024 0.1686
H -0.023 0.238 1.695 0.1622
H 1.653 -1.316 1.456 0.4724
```

The calculation puts the LUMO energy at 0.76 eV. Its spin multiplicity is 1. The HOMO-LUMO gap is 9.83 eV. As for the SMILES: O=CCCO. The value obtained for the highest occupied orbital energy is -0.3334 hartree.

***

Among the structures above, stability is greatest for arrangement ii.